# 1
41
Properties=species:S:1:pos:R:3:forces:R:3:mulliken_charge:R:1 method="wB97M-V/def2-TZVPD" total_energy_ev=-81335.63911 de_lowest_kj_mol=389.5 total_charge=0 homo_energy_ev=-9.70
H -33.411 32.840 -18.134 0.6 0.3 0.7 0.29
Cl -25.300 29.170 -14.501 -0.6 0.6 -2.3 -0.23
H -32.432 29.991 -18.165 0.3 -0.1 0.3 0.30
C -23.693 27.910 -12.550 0.8 -0.5 0.5 1.05
C -26.103 26.133 -10.202 0.7 -0.9 0.2 -0.86
H -30.216 27.834 -11.883 0.6 0.0 0.8 0.38
H -30.443 30.854 -14.037 -0.4 -0.5 0.3 0.45
H -27.208 29.286 -8.181 1.0 -1.7 -0.3 0.35
O -25.895 27.224 -11.109 -2.4 1.7 0.1 -0.10
H -28.415 29.977 -8.822 -0.9 0.0 -0.8 0.32
O -26.958 29.383 -12.183 0.7 0.1 2.7 -0.68
H -34.258 31.444 -18.279 0.1 -0.6 -0.3 0.36
H -25.572 25.309 -10.678 -0.4 -0.2 0.1 0.30
Cl -22.230 28.896 -12.917 -0.8 0.1 0.5 -0.19
Cl -27.812 29.905 -16.027 4.4 -1.0 -1.6 -0.27
H -29.894 26.862 -13.222 0.4 -0.3 0.0 0.28
H -27.142 25.885 -9.982 0.0 0.1 -0.5 0.37
C -27.554 29.429 -9.205 -1.1 2.7 2.6 -0.89
C -29.985 30.617 -14.997 -1.7 1.2 1.4 -0.74
H -33.746 31.731 -16.704 0.4 0.4 0.1 0.33
H -29.542 28.518 -13.291 1.3 0.3 0.2 0.17
O -27.973 28.352 -9.991 1.3 -0.1 -1.2 -0.31
O -31.155 31.212 -16.982 -0.4 -0.4 -1.2 -0.32
C -33.396 31.827 -17.731 -1.9 0.2 0.0 -1.10
H -31.828 31.430 -18.988 0.9 -0.2 0.3 0.29
H -23.874 27.741 -11.489 0.8 0.3 -0.2 0.14
O -31.960 29.553 -15.628 -1.3 -1.0 -0.8 -0.56
H -27.521 28.793 -13.891 0.0 0.3 -1.2 -0.33
C -29.442 27.657 -12.630 -1.7 -1.1 -0.5 -0.57
O -28.172 27.138 -12.146 -0.3 1.3 0.0 -0.37
H -29.340 29.739 -14.969 -1.7 0.5 0.9 -0.19
H -26.977 30.474 -13.800 -0.7 0.0 -0.9 0.38
C -27.001 29.585 -14.430 -0.4 0.6 -0.9 0.50
Cl -23.410 26.336 -13.314 -0.4 -0.3 0.1 -0.19
P -27.198 28.175 -11.409 -0.2 -2.3 1.0 1.01
H -24.596 28.338 -12.986 1.0 -0.3 0.7 -0.77
H -25.624 26.290 -9.236 0.1 0.5 -0.1 0.27
H -29.385 31.517 -15.134 -0.1 -0.3 -0.7 0.41
H -26.962 30.266 -9.574 0.4 -0.7 -1.1 0.34
C -31.147 30.362 -15.940 1.4 1.5 0.9 0.55
C -32.172 31.041 -18.030 -0.1 -0.2 0.2 -0.18



# 2
39
Properties=species:S:1:pos:R:3:forces:R:3:mulliken_spin:R:1 method="wB97M-V/def2-TZVPD" s_squared=9.164 total_energy_ev=-87615.99914 spin_multiplicity=6 de_lowest_kj_mol=343.9 total_charge=+2 homo_energy_ev="-13.51 / -13.51"
I 6.137 -1.583 -1.848 0.0 0.5 0.0 0.00
H 0.512 1.965 3.709 -0.3 -1.0 0.6 0.00
C 0.006 0.000 3.844 0.5 0.1 0.6 0.01
C -1.011 -2.070 6.435 -0.1 -0.3 0.9 0.00
C 0.197 -1.619 5.672 -0.1 -0.2 0.7 0.00
H -1.274 -2.332 -2.529 -0.1 0.2 -0.2 -0.01
H 0.713 -0.775 6.131 0.0 -0.2 0.1 0.00
C -1.896 1.480 -2.557 -0.3 0.5 -0.6 0.00
H 1.471 2.937 5.960 0.0 -0.1 0.1 0.00
O 3.080 0.029 -0.922 -2.8 -0.1 0.9 0.00
H -2.302 -1.306 -3.595 -0.5 -0.7 -0.2 -0.01
H 1.750 1.278 6.520 -0.1 0.1 0.0 0.00
H 0.690 2.359 7.439 0.2 0.1 0.1 0.00
H -0.089 0.058 -4.529 0.8 0.0 -0.9 -0.01
H -0.926 2.431 5.560 0.0 -0.1 0.1 0.00
H -2.688 1.489 -1.799 0.2 -0.2 -0.3 0.00
H -0.720 0.775 6.130 0.0 0.2 0.1 0.00
H -1.758 -1.276 6.516 0.1 -0.1 0.0 0.00
Cl -2.543 -0.027 0.661 -1.2 0.0 -0.4 -0.07
H 0.920 -2.430 5.563 0.0 0.1 0.0 0.00
S 0.162 0.003 2.194 1.6 0.0 1.4 -0.01
C 0.446 0.048 -3.585 0.3 0.0 -1.2 0.02
H -1.290 2.389 -2.460 -0.1 -0.2 -0.2 0.00
C -1.887 -1.425 -2.596 -0.3 -0.5 -0.6 0.00
H -0.700 -2.357 7.438 -0.2 -0.1 0.1 0.00
H -2.676 -1.462 -1.835 0.2 0.2 -0.3 0.00
I 6.137 1.113 -1.826 0.1 -0.5 0.0 0.00
C 1.003 2.071 6.437 0.2 0.2 0.8 0.00
Dy -0.218 -0.013 -0.027 -3.5 -0.2 -0.8 5.42
C -0.203 1.619 5.672 -0.2 0.3 0.7 0.00
N 0.213 1.221 4.366 -0.5 -1.5 -0.9 0.00
N -0.225 -1.219 4.364 0.2 1.5 -1.0 0.00
H 1.056 0.942 -3.444 -0.1 0.0 -0.2 0.00
H -1.478 -2.936 5.957 0.0 0.1 0.1 0.00
H -0.514 -1.965 3.707 0.4 1.0 0.5 0.00
H -2.306 1.389 -3.561 -0.5 0.8 -0.2 -0.01
P -0.897 0.030 -2.496 0.0 0.0 2.1 -0.38
C 1.989 0.020 -0.598 6.5 0.1 -1.7 0.06
H 1.064 -0.843 -3.466 -0.1 0.0 -0.2 0.00



# 3
37
Properties=species:S:1:pos:R:3:forces:R:3:mulliken_charge:R:1 method="wB97M-V/def2-TZVPD" total_energy_ev=-50327.38005 total_charge=+2 homo_energy_ev="-16.34 / -16.32"
C -0.805 -0.237 3.332 0.6 0.1 1.3 0.87
H -2.585 1.557 -2.372 0.2 0.2 -0.3 0.36
H 1.830 -0.916 3.414 -0.1 -0.1 0.2 0.20
H 0.923 0.864 -4.227 -0.2 -0.1 0.4 0.41
I 1.624 1.053 0.538 -0.8 0.5 0.4 0.21
H -1.144 0.016 6.087 0.3 0.0 -0.1 0.37
C 1.159 -1.327 4.180 0.2 -0.4 0.1 -0.67
H 0.598 -0.245 6.341 -0.3 0.2 -0.1 0.28
H -0.474 -1.846 -3.706 -0.3 0.1 0.0 0.36
H 0.396 -2.440 -0.762 -0.4 0.5 0.1 0.44
In -1.110 -0.492 0.155 -0.5 0.2 0.7 1.22
C -1.878 0.799 3.434 -0.2 -0.1 0.0 -1.32
Cl -3.459 -0.392 -0.190 1.3 0.0 0.3 -0.33
H -2.163 -1.361 -3.343 0.2 0.0 -0.2 0.36
H 0.848 -2.336 3.884 0.1 0.3 0.1 0.28
C 0.919 -1.548 -0.369 1.3 -1.4 -0.2 -1.64
H -1.108 2.581 -2.474 -0.3 -0.2 -0.1 0.37
N 0.006 -0.455 4.368 -0.7 0.2 -1.2 0.10
C -0.144 0.194 5.671 -0.3 0.3 0.3 -0.90
H -2.665 0.588 2.701 0.1 0.1 0.2 0.40
H 0.028 1.277 5.614 0.0 -0.3 0.0 0.36
O 5.095 0.114 0.265 -1.6 0.4 -2.0 -0.18
C 4.370 0.276 -0.605 2.0 -0.6 1.7 0.15
H 1.666 -1.364 5.144 0.2 -0.2 -0.4 0.31
H 1.451 -1.830 0.543 -0.3 0.3 0.0 0.56
H 1.616 -1.208 -1.136 -0.3 0.1 0.1 0.55
H 1.793 -0.081 -2.979 -0.1 0.2 -0.2 0.37
C -1.603 1.674 -2.847 -0.1 0.1 0.8 -1.12
H -1.454 1.800 3.245 -0.1 -0.3 0.1 0.31
C 1.048 0.705 -3.145 0.3 -0.1 0.8 -1.16
H -2.312 0.802 4.441 0.0 0.1 -0.3 0.37
H -1.706 1.727 -3.941 0.1 -0.1 0.3 0.42
P -0.570 0.226 -2.428 -0.3 0.6 -2.4 0.71
O -0.600 -0.915 2.269 -0.2 0.2 -1.4 -0.69
H -1.240 -0.518 -4.637 0.1 0.0 0.4 0.45
H 1.400 1.627 -2.669 0.0 -0.2 -0.2 0.41
C -1.172 -1.001 -3.651 0.0 -0.5 0.7 -1.17



# 4
37
Properties=species:S:1:pos:R:3:forces:R:3:mulliken_charge:R:1 method="wB97M-V/def2-TZVPD" total_energy_ev=-32811.38123 de_lowest_kj_mol=266.0 total_charge=-1 homo_energy_ev=-3.91
H -0.769 1.134 4.329 0.0 -0.2 -0.2 0.35
N -6.449 1.972 -2.560 1.6 -0.8 0.3 -0.21
N 6.620 -1.742 -2.459 1.2 -0.4 0.3 -0.20
C -0.855 0.916 5.393 -0.6 0.0 -1.3 -1.05
H 0.102 -0.961 3.993 -0.1 -0.1 0.1 0.22
H -6.560 2.326 -4.592 0.0 -0.5 -0.5 0.25
C 5.686 -1.125 -1.531 -0.9 -0.3 -0.3 -0.83
O 0.539 -0.150 6.955 0.3 -0.3 1.1 -0.64
H 7.354 -2.360 -2.142 -0.4 0.1 0.4 0.22
C -7.165 2.788 -1.762 -2.4 0.3 0.0 0.63
C 1.298 -2.350 5.070 -1.0 1.0 1.4 -0.83
H 1.880 -2.224 5.983 0.8 0.4 -0.5 0.32
H -7.907 1.448 -3.814 -0.2 0.3 -0.6 0.28
H -5.539 1.632 -2.283 -0.1 0.3 0.5 0.24
N 0.448 -1.115 4.929 0.0 -1.2 -1.7 -0.23
H -7.156 2.072 0.218 0.4 0.2 0.3 0.23
O 6.117 -0.464 -4.220 -0.8 0.7 -0.5 -0.61
H -5.664 2.997 -0.374 0.1 -0.2 1.0 0.35
C 0.099 -0.163 5.827 0.8 0.2 0.6 0.73
H 0.767 -3.256 5.362 -0.9 0.1 -0.4 0.27
H -7.182 3.892 0.012 0.1 -0.3 0.3 0.25
H -1.868 0.540 5.532 -0.1 0.0 0.1 0.25
H 1.818 -2.592 4.144 0.3 0.5 0.3 0.29
H -0.776 1.887 5.882 0.4 -0.5 0.5 0.30
H 7.330 -2.301 -5.564 0.2 0.0 0.0 0.26
C -6.750 2.941 -0.299 0.4 0.3 -2.0 -0.88
H 7.947 -3.027 -4.056 0.5 -0.4 -0.5 0.29
C 7.802 -2.095 -4.604 -0.7 -0.8 1.0 -0.91
Cl -1.299 -0.082 -0.820 -0.1 0.0 0.1 -1.00
O -8.235 3.297 -2.135 1.1 -0.4 -0.1 -0.66
C -6.823 1.538 -3.886 -1.6 0.6 0.6 -0.82
H -6.503 0.524 -4.124 0.7 0.4 0.1 0.34
H 4.745 -1.664 -1.644 -0.2 0.0 0.4 0.28
C 6.760 -1.370 -3.750 0.7 1.1 -0.5 0.66
H 8.764 -1.600 -4.739 -0.3 0.3 0.2 0.24
H 5.424 -0.097 -1.782 0.5 0.0 -0.2 0.29
H 6.002 -1.165 -0.489 0.3 -0.2 -0.2 0.31



# 5
40
Properties=species:S:1:pos:R:3:forces:R:3:mulliken_spin:R:1 method="wB97M-V/def2-TZVPD" s_squared=12.131 total_energy_ev=-74915.32356 spin_multiplicity=7 total_charge=+2 homo_energy_ev="-16.85 / -16.89"
Cl -1.406 0.052 -2.957 -0.2 -0.1 0.2 0.00
C -1.628 3.225 1.064 -0.4 -0.3 0.1 -0.01
P 0.158 -2.561 0.645 -0.4 -2.2 0.8 -0.08
H -2.293 -3.001 1.046 0.2 -0.1 -0.1 0.00
H 2.400 -3.320 1.255 -0.3 -0.1 0.2 0.00
H -0.956 2.865 -1.940 0.0 0.3 0.3 0.00
H 0.681 4.716 0.936 0.4 -0.7 0.3 0.00
H -1.577 4.305 0.867 -0.2 -0.3 0.1 0.00
Tb -0.894 -0.028 0.385 -0.8 -0.2 0.3 6.24
O 0.124 1.174 3.981 -1.0 -1.1 -0.8 0.00
C 0.233 -0.091 -5.265 0.3 -0.1 0.0 0.00
C -1.327 -3.266 1.505 -0.5 0.4 0.0 -0.01
O -1.247 0.090 2.447 1.2 0.0 1.4 -0.04
C 1.076 3.699 1.168 0.6 -0.1 0.0 0.00
C -0.159 3.301 -1.321 0.2 -0.3 -0.3 0.00
H -2.559 2.833 0.621 0.3 0.1 -0.1 0.00
H -0.202 -1.061 -5.514 -0.2 0.1 0.1 0.00
H 1.115 -3.487 -1.363 -0.2 -0.2 0.0 0.00
H 1.123 -4.552 1.567 0.1 0.7 0.1 0.00
H 1.367 -3.165 2.706 -0.1 -0.1 -0.4 0.00
H 1.093 3.521 2.257 0.0 0.1 -0.5 0.00
C 1.382 -3.474 1.649 0.8 0.3 0.1 0.00
C 0.158 -3.614 -0.845 0.1 0.4 -0.2 0.00
C 0.247 0.145 -3.790 2.8 0.7 1.8 0.00
H -0.302 4.380 -1.136 0.0 -0.4 -0.5 0.00
O 1.187 0.379 -3.056 -2.7 -0.7 -1.9 0.00
O 0.102 -1.001 3.978 -0.9 1.2 -0.7 0.00
H -0.286 0.695 -5.821 -0.2 -0.1 0.3 0.00
P -0.065 2.557 0.332 -0.7 1.8 0.4 -0.07
H 0.035 -4.647 -0.476 0.0 0.4 -0.4 0.00
H -0.644 -3.330 -1.537 0.1 -0.3 0.1 0.00
H -1.210 -4.358 1.441 -0.1 0.3 0.1 0.00
C 1.185 0.112 1.629 5.4 0.2 0.0 -0.01
H 0.777 3.086 -1.852 -0.1 0.4 0.1 0.00
H 2.095 3.576 0.761 -0.4 0.2 0.2 0.00
O 2.302 0.155 1.903 -3.7 -0.1 -0.6 0.00
H -1.401 -2.964 2.558 0.3 0.0 -0.3 0.00
H 1.275 -0.093 -5.581 0.0 0.0 0.0 0.00
H -1.709 3.051 2.146 0.3 0.0 -0.3 0.00
N -0.253 0.094 3.610 -0.3 -0.2 -0.1 0.00



# 6
48
Properties=species:S:1:pos:R:3:forces:R:3:mulliken_spin:R:1 method="wB97M-V/def2-TZVPD" s_squared=3.755 total_energy_ev=-91203.56342 spin_multiplicity=4 de_lowest_kj_mol=228.9 total_charge=0 homo_energy_ev="-7.77 / -8.16"
H -0.822 4.222 2.393 0.2 0.0 -0.4 0.00
S -1.572 -0.031 -2.341 -0.7 -1.1 1.7 0.00
H 2.337 -3.723 -3.058 0.1 0.1 -0.1 0.00
H -1.574 2.891 3.130 -0.1 -0.2 0.2 0.00
C -2.696 -2.638 2.432 1.1 0.3 0.1 0.00
V 0.201 -0.244 0.318 1.5 0.0 1.9 2.80
H 3.304 1.509 1.510 -0.2 0.7 0.0 0.00
H 2.304 -1.920 -3.100 -0.1 -0.2 -0.2 0.00
N -0.145 0.639 -1.557 -3.7 -0.8 -1.0 0.03
H 2.891 1.327 3.250 -0.2 0.2 0.1 0.00
O -0.260 2.389 -3.405 1.3 -1.9 1.0 0.00
H -0.185 2.600 0.439 0.0 -0.9 0.1 -0.01
H 2.553 -1.550 -0.331 0.1 0.9 0.6 0.00
C 1.528 -2.759 -1.285 0.2 -0.8 -1.4 0.01
C 2.496 -2.805 -2.493 -0.7 0.1 0.6 0.00
H -2.701 -3.626 1.972 -0.1 -0.1 0.1 0.00
H -2.102 1.030 1.920 0.0 -0.3 0.0 0.00
C -1.047 2.438 1.086 0.3 1.0 1.1 0.04
H 3.754 0.123 2.322 0.1 -0.6 0.3 0.00
F -2.529 2.452 -1.782 0.1 0.0 0.5 0.00
F -3.503 0.901 -0.525 1.2 0.4 -1.6 0.00
H -3.365 -2.014 1.840 0.1 0.2 0.1 0.00
O 1.214 0.322 -3.610 -0.6 1.3 0.6 0.00
F 2.674 2.964 -2.719 0.2 0.3 -0.1 0.00
F 1.533 3.082 -0.852 0.9 -1.2 -1.0 0.00
F 2.867 1.334 -1.324 -0.3 0.4 0.3 0.01
C -0.751 3.136 2.459 -1.2 -0.2 -0.6 0.00
H 0.491 -2.786 -1.621 0.0 -0.5 0.0 0.00
O 1.640 -1.540 -0.629 0.6 1.3 0.7 -0.03
H -3.031 -2.713 3.467 -0.2 -0.1 -0.1 0.00
O -1.589 -0.160 -3.777 0.0 0.7 1.6 0.00
H 0.172 2.869 2.972 0.1 -0.3 -0.5 0.00
C -2.996 1.230 -1.771 -1.4 -0.7 -0.1 0.01
H 1.773 -3.510 -0.534 -0.3 -0.6 -0.3 0.00
O 1.716 0.223 1.886 -0.9 0.0 -1.1 0.01
C -1.232 -2.107 2.426 -1.5 -1.3 0.3 0.00
C 2.037 2.242 -1.829 -2.2 -0.5 -0.4 0.02
H -1.171 -1.149 2.941 0.4 0.1 -0.6 0.00
F -4.075 1.203 -2.595 1.3 -0.5 0.4 0.00
H 3.542 -2.752 -2.192 0.0 -0.2 0.2 0.00
C 2.929 0.834 2.279 -0.6 -0.8 -1.1 0.01
O -1.796 -1.225 -1.545 -0.1 0.7 -0.2 0.01
H -1.892 2.838 0.525 0.0 0.6 0.4 0.00
S 0.531 1.312 -2.783 4.0 3.1 -2.1 0.02
O -0.775 -2.080 1.075 0.2 0.7 0.1 0.03
H -0.706 -2.997 0.800 0.1 0.0 -0.4 0.01
O -1.385 1.043 1.281 1.2 0.1 -0.5 -0.01
H -0.589 -2.828 2.933 0.0 0.2 0.4 0.00